1.
{"formula": "CH4N2O3", "method": "ωB97M-V/def2-TZVPD", "species": ["O", "O", "O", "N", "N", "C", "H", "H", "H", "H"], "coordinates": [[-1.79931, -1.16819, -0.18040], [-2.82679, 0.68808, 0.35178], [-0.32825, 0.89985, -0.43520], [1.66897, 0.11232, 0.55495], [-1.96128, -0.03002, 0.06950], [0.69528, 0.02688, -0.47119], [0.12095, -1.06559, -0.52986], [1.79437, 1.06242, 0.63864], [1.58257, -0.43547, 1.49674], [1.05349, -0.09028, -1.49496]], "forces_ev_per_angstrom": [[-0.57, 0.06, 0.51], [-0.47, 0.33, 0.34], [-2.04, -0.12, 0.68], [0.02, -3.28, 1.29], [3.07, 0.39, -1.53], [-2.65, -4.03, -0.32], [1.30, 1.77, 0.68], [0.87, 2.39, 1.20], [-0.28, 1.68, -2.70], [0.75, 0.80, -0.15]], "de_lowest_ev": 3.980, "largest_force_ha_per_bohr": 0.09408, "total_energy_ha": -375.52099, "homo_lumo_gap_ev": [8.466, 8.463], "lumo_ev": [-1.1, -1.1], "spin_multiplicity": 1}

---

2.
{"formula": "C3H4N2", "method": "ωB97M-V/def2-TZVPD", "species": ["N", "N", "C", "C", "C", "H", "H", "H", "H"], "coordinates": [[-0.58381, -1.71313, -0.84556], [-0.54956, -0.31403, -0.53863], [0.33507, 1.32278, 0.51284], [0.82138, 2.47570, 0.52709], [0.27266, -0.10683, 0.56734], [1.16494, 3.63782, 0.25053], [-1.31484, -1.93721, -1.47643], [0.84499, -1.11113, 0.98894], [-0.99082, -2.25397, 0.01389]], "forces_ev_per_angstrom": [[-0.90, -0.90, 2.95], [2.68, -2.32, 3.70], [3.78, 3.59, 2.12], [-0.68, 0.55, -1.26], [-3.11, -2.02, -5.32], [-1.29, -4.07, 1.10], [-0.65, 0.57, -1.30], [-1.28, 3.38, -0.50], [1.45, 1.23, -1.49]], "de_lowest_ev": 5.477, "largest_force_ha_per_bohr": 0.12604, "total_energy_ha": -226.02392, "homo_lumo_gap_ev": 8.992, "lumo_ev": 0.3, "spin_multiplicity": 1}

---

3.
{"formula": "C35H63ClN2O9P", "method": "ωB97M-V/def2-TZVPD", "species": ["Cl", "P", "O", "O", "O", "O", "O", "O", "O", "O", "O", "N", "N", "C", "C", "C", "C", "C", "C", "C", "C", "C", "C", "C", "C", "C", "C", "C", "C", "C", "C", "C", "C", "C", "C", "C", "C", "C", "C", "C", "C", "C", "C", "C", "C", "C", "C", "C", "H", "H", "H", "H", "H", "H", "H", "H", "H", "H", "H", "H", "H", "H", "H", "H", "H", "H", "H", "H", "H", "H", "H", "H", "H", "H", "H", "H", "H", "H", "H", "H", "H", "H", "H", "H", "H", "H", "H", "H", "H", "H", "H", "H", "H", "H", "H", "H", "H", "H", "H", "H", "H", "H", "H", "H", "H", "H", "H", "H", "H", "H", "H"], "coordinates": [[0.04183, 9.11430, -4.74587], [-1.50446, 3.12982, 1.09428], [1.71837, -11.18955, -2.48884], [-2.77759, 2.88340, 6.46358], [-1.94184, 1.14989, 9.14188], [-0.77727, 3.67048, 2.58306], [0.05196, 1.66858, 6.84804], [0.81639, -1.92894, -3.41358], [-0.18552, -8.74659, -2.69053], [1.89836, -8.63492, -0.42060], [-1.28259, -1.17526, -3.94829], [0.58997, 4.84278, -2.39851], [1.55564, 2.88505, -5.04945], [-1.10752, 1.15144, 6.19287], [-1.88781, 2.41754, -3.44419], [1.05465, 7.27673, -2.75788], [1.82169, 4.05516, -2.44972], [2.13099, 2.89863, -1.43982], [1.05844, -9.02111, -3.34013], [3.45102, 2.00309, -1.51018], [0.04500, 8.51265, -3.01626], [-2.88160, 3.17256, -2.42747], [-0.57185, 1.52868, 9.22956], [1.26148, -10.50004, -3.64808], [0.39177, 5.92648, -3.40971], [-1.94407, 2.22975, 5.51331], [-2.20939, -0.05927, 9.82652], [-1.16111, 1.11730, -2.78948], [0.51680, -8.29462, -0.36942], [2.73088, -7.55846, -0.03557], [-2.77338, 4.77313, -2.44690], [-0.91830, -3.24644, -2.29222], [1.07154, 2.63498, -0.31814], [-3.21910, 4.14827, 6.00649], [-0.42307, 4.57978, -1.37993], [2.78438, 3.26286, -4.75442], [-0.18606, 2.41021, 8.04733], [1.49358, -12.58493, -2.57330], [2.97234, 4.31944, -3.55822], [4.43467, 2.18878, -0.25968], [-0.23287, 3.47432, -0.27632], [4.49441, 1.10109, 0.67998], [-1.96134, -0.25183, -3.05600], [-0.43083, -2.07096, -3.24622], [-0.28339, -9.17036, -1.32796], [-1.81852, 5.39274, -1.30936], [-0.64088, -4.63208, -2.53691], [-1.85199, 1.28025, 1.27489], [-1.28018, 2.95534, 5.02683], [-3.02797, -0.06751, -3.43670], [-3.26903, -0.29057, 9.70955], [-1.53581, 6.48766, -1.56096], [3.73141, 2.90197, -5.28366], [1.85545, -13.04397, -1.65263], [3.97770, 4.16253, -3.02140], [0.07352, 0.64311, 9.24946], [0.31671, -10.93334, -4.00107], [-2.36364, 4.80802, 5.82801], [-1.98088, 0.04301, 10.89152], [-1.34157, -9.07175, -1.07004], [-0.44294, 2.08968, 10.16265], [1.05975, 7.10299, -1.61836], [-1.37968, -5.46072, -2.28604], [5.06523, 3.13707, -0.19413], [2.02638, -10.61341, -4.42515], [3.76866, -7.88687, -0.10735], [0.42243, -12.79278, -2.66424], [-3.95699, 2.91512, -2.76947], [-2.08384, -0.77764, -2.03204], [0.37522, 9.38055, -2.33190], [0.36847, -7.23984, -0.62948], [1.27995, 1.81688, 0.46390], [-2.76269, 2.71424, -1.38911], [0.17291, 3.40464, 2.55770], [0.17290, -8.46422, 0.65786], [-0.70078, 6.19311, -3.60237], [-3.81222, 4.04115, 5.09375], [-3.83959, 4.59348, 6.78496], [2.52061, -7.25927, 0.99581], [-2.26949, 5.41978, -0.26513], [-0.90997, 3.20867, 7.87827], [-1.05878, 1.22692, -1.64131], [4.40918, 1.21074, 1.80842], [2.10905, 7.48108, -3.14681], [3.10445, 0.90116, -1.52845], [0.84486, 5.67885, -4.43808], [-0.72338, 0.48384, 5.41496], [-1.55516, -3.02641, -1.35826], [-1.70329, 0.53831, 6.87151], [-1.02547, 3.15593, -3.67892], [0.34351, -4.96058, -3.02956], [-1.62833, -0.87926, 9.39107], [-2.59666, 1.77120, 4.75969], [-2.11132, 1.09891, 2.38891], [-1.03412, 8.27452, -2.71869], [1.89625, -8.60079, -2.78073], [4.07068, 2.14772, -2.46152], [4.60016, 0.05438, 0.20445], [-0.97935, 0.58859, 1.02257], [0.76723, 2.89084, 8.28350], [1.65607, 2.22088, -5.84205], [-0.03002, -10.22652, -1.22619], [-2.51148, 5.13673, -3.50694], [-0.07126, 1.04122, -3.17224], [-3.83853, 5.17523, -2.24661], [-2.36333, 2.17862, -4.46701], [2.95730, 5.40587, -3.90687], [2.59139, -6.70879, -0.71295], [1.00952, -8.48328, -4.29179], [2.03571, -13.01045, -3.42224], [-2.80875, 0.98265, 0.70048]], "forces_ev_per_angstrom": [[0.05, -0.61, 1.14], [-1.31, 1.41, 0.94], [-0.28, -0.03, 0.01], [0.21, 0.13, -0.09], [0.14, -0.23, -0.17], [0.84, -1.50, -2.59], [-0.30, 0.03, 0.00], [-4.71, -0.58, 0.29], [0.23, -0.07, 0.22], [0.00, 0.29, -0.19], [0.39, -1.11, 1.83], [0.18, -3.19, 2.00], [3.87, 0.47, 0.12], [0.21, 0.19, -0.14], [1.52, 0.53, 0.44], [-1.50, -0.07, -0.24], [0.13, -1.85, 1.95], [-2.96, 2.08, 0.59], [-0.26, -0.12, -0.22], [1.10, -0.71, -0.43], [0.78, 0.32, 1.35], [-0.86, -0.60, -1.00], [-0.48, 0.33, -0.15], [0.36, 0.09, 0.47], [0.50, 2.03, -0.36], [-0.24, -0.05, 0.61], [-0.05, 0.24, -0.11], [-0.06, -0.05, -0.24], [0.26, -0.60, -0.03], [-0.09, -0.32, -0.06], [-1.23, 0.01, 0.41], [-0.72, -2.31, -0.39], [-0.19, 2.68, -2.86], [0.05, -0.26, 0.20], [0.70, -1.79, 2.14], [-1.95, 0.31, 0.31], [0.21, -0.24, 0.11], [0.10, 0.28, 0.10], [-0.72, -0.38, 0.73], [-0.69, -2.13, 1.32], [4.19, -0.37, -2.67], [-0.24, 1.67, -2.10], [-0.57, 0.07, 1.64], [4.90, 0.24, 0.27], [-0.07, 0.33, -0.07], [1.78, 0.45, -1.67], [0.30, 2.76, -0.13], [0.48, -1.01, 0.60], [-0.03, -0.09, -0.02], [1.71, -0.23, 0.26], [0.07, 0.13, 0.01], [-0.67, -1.69, 0.34], [-1.33, 0.54, 0.72], [0.04, 0.11, -0.07], [-1.60, 0.23, -0.90], [0.03, 0.02, -0.03], [0.03, 0.08, -0.03], [-0.02, 0.05, -0.15], [0.03, -0.14, 0.04], [0.04, 0.10, -0.06], [0.24, 0.00, 0.03], [0.20, 0.40, -1.71], [1.38, 1.31, 0.58], [-1.77, -0.90, 0.56], [-0.11, 0.06, -0.21], [-0.12, -0.07, 0.03], [-0.01, -0.10, -0.12], [1.64, 0.43, 0.73], [0.06, 0.77, -1.56], [-0.49, -1.25, -1.33], [-0.02, 0.01, -0.03], [-0.36, 1.39, -1.39], [-0.15, 0.89, -1.24], [-0.78, 0.31, 0.49], [-0.21, 0.12, 0.01], [1.48, -0.98, 0.54], [0.00, 0.12, -0.11], [0.02, -0.14, -0.04], [0.04, 0.15, 0.02], [0.77, -0.59, -1.48], [-0.18, -0.16, 0.10], [-0.33, 0.06, -1.86], [1.50, -0.04, -1.58], [-1.55, -0.18, 0.59], [0.47, 1.74, 0.08], [-0.66, -0.02, 1.87], [0.07, 0.09, 0.01], [0.25, -0.10, -2.19], [-0.15, 0.21, 0.01], [-1.35, -1.19, 0.20], [-2.00, 0.70, -0.03], [0.07, -0.06, 0.13], [0.09, -0.06, -0.22], [0.51, 0.54, -1.71], [1.58, 0.13, -0.61], [0.03, -0.26, 0.09], [-1.32, 0.04, 1.04], [-1.46, 1.54, 1.04], [-1.24, 0.74, 0.23], [0.01, -0.13, -0.04], [-0.44, 0.35, 0.50], [0.24, 0.08, 0.08], [-0.16, -0.60, 1.66], [-1.85, -0.07, 0.38], [1.74, -0.48, -0.26], [0.59, 0.24, 1.75], [-0.03, -1.58, 0.26], [-0.02, 0.13, 0.09], [-0.12, -0.08, 0.04], [-0.07, -0.13, -0.06], [1.70, 0.70, 0.63]], "largest_force_ha_per_bohr": 0.09678, "total_energy_ha": -2958.86992, "homo_lumo_gap_ev": 6.309, "lumo_ev": -4.1, "spin_multiplicity": 1, "charge": 1}

---

4.
{"formula": "C3H3F2NO2", "method": "ωB97M-V/def2-TZVPD", "species": ["F", "F", "O", "O", "N", "C", "C", "C", "H", "H", "H"], "coordinates": [[-0.92422, -0.35631, 1.86618], [-3.25969, -0.65382, 0.44167], [-1.82052, -3.25217, -0.35729], [0.11143, -1.91779, -0.22398], [-2.05247, -0.57816, -0.23262], [-1.04045, 0.05056, 0.50933], [-1.08758, -2.35439, -0.28506], [0.20919, -0.43840, -0.15006], [0.47491, -0.12643, -1.29130], [-1.05362, 1.16134, 0.34620], [1.24556, -0.27904, 0.40480]], "forces_ev_per_angstrom": [[-0.39, 0.71, -0.79], [0.16, 0.01, 0.34], [1.33, -0.62, -0.09], [0.09, -0.59, -0.15], [1.91, -2.68, -0.67], [0.22, 1.08, -0.02], [-3.36, 3.47, 0.49], [4.14, -0.24, -2.33], [-1.27, -0.36, 2.79], [-0.18, -0.63, 1.15], [-2.64, -0.14, -0.72]], "de_lowest_ev": 4.309, "largest_force_ha_per_bohr": 0.09436, "total_energy_ha": -520.93005, "homo_lumo_gap_ev": 9.952, "lumo_ev": 0.5, "spin_multiplicity": 1}

---

5.
{"formula": "C25H19B2Cl3F3O3S", "method": "ωB97M-V/def2-TZVPD", "species": ["Cl", "Cl", "Cl", "S", "F", "F", "F", "O", "O", "O", "C", "C", "C", "C", "C", "C", "C", "C", "C", "C", "C", "C", "C", "C", "C", "C", "C", "C", "C", "C", "C", "C", "C", "C", "C", "B", "B", "H", "H", "H", "H", "H", "H", "H", "H", "H", "H", "H", "H", "H", "H", "H", "H", "H", "H", "H"], "coordinates": [[4.11843, 0.55266, 2.32868], [3.61187, -2.41472, 1.71872], [2.05229, -1.02070, 3.95065], [-2.13507, 1.44091, -0.82453], [-0.68116, -3.47126, 5.23823], [-2.08637, -1.83539, 5.66490], [-2.78430, -3.64279, 4.62575], [0.16411, -0.94578, -1.88623], [1.72737, -0.40464, 1.32947], [0.58005, 1.08617, -0.70621], [4.57386, 0.52770, -1.54018], [0.95780, -0.17058, -4.02609], [1.81125, 0.80285, -4.54797], [-4.79345, 1.98552, -1.68301], [0.49139, 0.05130, -2.74723], [-1.54446, -0.17525, -0.57110], [2.95028, -1.70680, -1.78545], [2.07349, 1.99499, -3.85734], [-1.41624, -2.14217, 3.39814], [-0.75498, -2.42438, 1.11053], [4.88063, -0.42628, -2.50116], [-3.70511, 1.02500, -1.37809], [-0.76174, -0.99645, 0.89009], [3.40607, 0.43877, -0.78032], [1.49773, 2.27436, -2.62780], [-1.11216, -0.21329, 1.99498], [-1.74162, -2.76358, 4.72819], [-1.04326, -2.98657, 2.35150], [2.59578, -0.69195, -0.89274], [0.75048, 1.26583, -2.04664], [4.08238, -1.56438, -2.58149], [-1.50867, -0.76318, 3.21103], [-2.53432, -1.01806, -1.06843], [-3.75794, -0.36625, -1.40908], [1.48500, -1.01661, 0.09641], [2.76108, -0.77760, 2.22220], [0.19382, -0.35358, -0.53071], [1.53985, -2.09147, 0.28583], [4.30597, -2.34888, -3.29236], [5.71946, -0.28736, -3.16401], [-5.75819, 1.49804, -1.87512], [2.32667, -2.59868, -1.84599], [1.71252, 3.16838, -2.05014], [0.74461, -1.14117, -4.49952], [5.20992, 1.39219, -1.37502], [-2.40586, -2.09057, -1.07055], [2.76897, 2.71088, -4.30520], [-0.43281, -3.09236, 0.30414], [-4.94142, 2.66883, -0.84212], [-0.95252, -4.06389, 2.51982], [3.14747, 1.22065, -0.07190], [2.27171, 0.59968, -5.52034], [-1.85232, -0.12236, 4.01200], [-4.56870, 2.59535, -2.56389], [-4.67042, -0.90017, -1.65997], [-1.08993, 0.86442, 1.86744]], "forces_ev_per_angstrom": [[-0.11, -0.08, 0.20], [-0.10, 0.11, 0.11], [-0.09, 0.06, 0.02], [0.58, 1.14, 0.80], [-1.06, 0.55, -0.43], [0.13, -0.72, -0.54], [0.54, 0.39, 0.23], [-0.33, -0.30, -0.91], [0.24, 0.34, 0.42], [-0.84, 0.25, 0.22], [-0.50, 0.43, -0.02], [-0.18, -0.08, 0.02], [-0.22, 0.18, -0.43], [-0.18, 0.64, -0.08], [0.79, 0.62, 0.93], [-2.93, -1.24, 0.24], [0.41, 0.45, -0.01], [0.11, 0.01, -1.06], [-0.37, 0.28, 0.18], [0.16, 0.43, -0.98], [-0.33, -0.18, 0.54], [0.72, -2.52, 0.60], [-2.27, -0.77, 1.28], [0.13, -0.43, -0.12], [-0.38, -0.14, 0.42], [0.17, 0.56, -0.57], [0.33, -0.07, 0.49], [0.30, 0.80, -0.44], [0.74, -0.69, 0.23], [0.36, -1.52, -0.37], [-0.43, -0.09, -0.24], [0.69, -0.73, -0.20], [-0.24, 0.36, 0.77], [0.29, 0.50, -0.40], [2.36, 0.05, 1.76], [0.29, -0.22, -0.01], [0.72, 1.06, -2.29], [-0.61, -0.12, -0.61], [0.14, -0.01, -0.09], [0.24, -0.10, 0.01], [0.40, -0.17, 0.09], [0.23, 0.15, 0.00], [0.18, -0.12, -0.14], [0.38, 0.56, 0.15], [0.01, -0.06, -0.20], [-0.16, -0.02, 0.09], [-0.29, -0.19, 0.16], [-0.28, 0.31, 0.23], [-0.02, 0.03, -0.10], [0.00, 0.44, -0.21], [0.08, -0.27, -0.12], [-0.06, 0.28, 0.37], [0.19, -0.01, -0.04], [0.04, -0.03, 0.08], [0.21, 0.00, -0.15], [-0.20, -0.10, 0.12]], "de_lowest_ev": 3.144, "largest_force_ha_per_bohr": 0.06202, "total_energy_ha": -3318.03067, "homo_lumo_gap_ev": 6.644, "lumo_ev": 1.7, "spin_multiplicity": 1, "charge": -1}

---

6.
{"formula": "C7H11NO", "method": "ωB97M-V/def2-TZVPD", "species": ["O", "N", "C", "C", "C", "C", "C", "C", "C", "H", "H", "H", "H", "H", "H", "H", "H", "H", "H", "H"], "coordinates": [[1.63352, -1.52268, -1.41147], [-0.54369, -0.05093, 0.12936], [0.57319, 0.57801, -0.21013], [1.07809, 1.74801, -0.57051], [-2.95686, 0.33226, -0.86689], [2.62590, -1.01071, 0.66539], [1.70420, -0.78514, -0.26547], [-1.84830, 0.88948, -0.39301], [-0.73860, -0.68475, 1.43996], [0.44499, 2.61739, -0.69245], [-0.45672, -1.73733, 1.36262], [2.12475, 1.83810, -0.83579], [-0.12590, -0.19681, 2.20375], [-1.74520, 1.97388, -0.38190], [3.39120, -1.76940, 0.51940], [-1.78321, -0.65710, 1.75551], [-3.07836, -0.74859, -0.87608], [-3.75329, 0.92850, -1.30914], [0.78048, -1.32776, -1.83140], [2.67381, -0.41442, 1.56823]], "forces_ev_per_angstrom": [[-0.59, 0.29, 0.19], [-6.98, 3.03, -1.56], [5.70, -4.16, 0.22], [-0.75, 0.36, -0.25], [0.72, -0.27, 0.16], [0.01, 0.01, -0.20], [-0.75, 2.92, 0.28], [1.54, -1.95, 0.94], [0.41, -0.20, -0.05], [0.06, 0.14, 0.09], [0.14, 0.09, 0.14], [-0.21, -0.14, 0.03], [-0.08, -0.09, -0.01], [0.49, -0.31, 0.16], [-0.26, -0.07, 0.08], [0.11, 0.22, -0.32], [0.01, 0.14, -0.04], [0.18, -0.01, 0.30], [0.29, -0.06, 0.06], [-0.04, 0.08, -0.21]], "de_lowest_ev": 4.619, "largest_force_ha_per_bohr": 0.15103, "total_energy_ha": -403.16421, "homo_lumo_gap_ev": 9.382, "lumo_ev": 0.9, "spin_multiplicity": 1}